# 1
The following is a DFT calculation (wB97M-V/def2-TZVPD) of a cluster of 5 separate species, Cl3N2O18 in total.

The multiplicity is 2. As for the charge: -4. The HOMO-LUMO gap (spin up / spin down) comes out at 5.57 / 3.92 eV. Its expectation value of S² is 0.7581.

Each line ends with the Löwdin charge.
Element x y z (Å)
N: 13.69243 -26.80332 -0.08164  -0.582
O: 14.02848 -25.68176 -0.63693  0.098
O: 14.46598 -27.59351 0.33803  0.054
O: 12.44865 -26.85903 0.12646  0.038
N: 14.53931 -22.24955 -0.87079  -0.687
O: 13.32934 -22.14644 -0.71802  -0.041
O: 15.26515 -21.63738 -0.16100  -0.094
O: 15.14062 -23.19575 -1.45614  -0.155
Cl: 9.18835 -23.10012 0.84694  0.554
O: 7.84520 -23.29763 1.05793  -0.387
O: 9.58962 -22.07445 1.77830  -0.411
O: 10.04754 -24.23464 0.56703  -0.325
O: 9.29577 -22.15515 -0.15503  -0.428
Cl: 13.59380 -27.85938 6.32434  0.623
O: 13.53681 -26.73380 5.36775  -0.351
O: 13.24659 -27.43289 7.66409  -0.442
O: 12.82834 -29.06370 6.08407  -0.406
O: 14.99889 -28.08714 6.38414  -0.425
Cl: 13.60131 -23.86164 2.62354  0.511
O: 12.78602 -24.06390 1.46111  -0.254
O: 14.26885 -25.04695 3.00960  -0.321
O: 14.42229 -22.82778 2.55312  -0.276
O: 12.68734 -23.58962 3.60978  -0.296

Atoms 1-6, force components in eV/Å:
N -3.48 3.56 0.47
O 0.19 -1.55 0.42
O 1.84 -1.64 -0.03
O 1.36 -0.57 -0.67
N -0.11 -3.69 1.19
O -1.32 0.14 -1.93

=====

# 2
The following is a DFT calculation (wB97M-V/def2-TZVPD) of a cluster of 3 separate species, Cl3O12 in total.

As for the charge: -3. The HOMO-LUMO gap comes out at 8.54 eV.

Each line ends with the Löwdin charge.
Element x y z (Å)
Cl: 1.44348 8.11442 -13.92450  0.611
O: 1.04216 7.97844 -15.31199  -0.427
O: 2.57136 7.31497 -13.90311  -0.364
O: 1.63853 9.53025 -13.82040  -0.389
O: 0.36806 7.67508 -12.94440  -0.432
Cl: -1.15226 4.50849 -22.72466  0.601
O: 0.19946 4.66836 -23.20838  -0.396
O: -1.64766 3.21122 -22.36759  -0.397
O: -1.18329 5.27046 -21.51492  -0.389
O: -2.07202 5.01245 -23.73334  -0.419
Cl: 5.79632 13.26949 -7.91554  0.620
O: 4.81494 13.20636 -6.86078  -0.423
O: 5.36639 12.23516 -8.91737  -0.424
O: 5.84307 14.49615 -8.67773  -0.385
O: 6.87794 12.77947 -7.16924  -0.388

Atoms 1-6, force components in eV/Å:
Cl -5.07 1.33 -2.52
O -2.00 -0.64 -0.43
O 3.74 -1.87 2.61
O 0.97 0.60 1.96
O 2.31 0.55 -1.60
Cl -0.98 1.83 0.59

=====

# 3
The following is a DFT calculation (wB97M-V/def2-TZVPD) of a structure of composition Cl3O12Pb.

As for the charge: -1. The HOMO-LUMO gap comes out at 5.40 eV.

Each line ends with the Löwdin charge.
Element x y z (Å)
Pb: 1.05607 -0.54632 -0.23851  1.837
Cl: 3.87195 1.67839 1.99455  0.566
O: 2.90854 1.54052 3.01478  -0.363
O: 3.05760 1.39145 0.84282  -0.532
O: 4.45907 2.97302 1.92616  -0.315
O: 4.84829 0.72206 2.24466  -0.330
Cl: -1.65959 -2.89264 -2.22265  0.652
O: -0.76607 -2.45120 -1.29587  -0.544
O: -1.33971 -2.30767 -3.49940  -0.341
O: -1.76343 -4.41779 -2.38209  -0.378
O: -2.78239 -2.40520 -1.43653  -0.351
Cl: -2.43226 1.34050 0.22936  0.699
O: -2.07647 0.80619 1.55767  -0.380
O: -1.42458 0.62538 -0.57271  -0.561
O: -3.77057 1.14343 -0.20469  -0.294
O: -2.18639 2.79996 0.04243  -0.365

Atoms 1-6, force components in eV/Å:
Pb -2.20 0.93 0.04
Cl -1.57 1.02 2.39
O -1.15 0.86 2.43
O -0.53 -0.92 -4.03
O -0.22 0.29 -0.63
O 2.59 -2.21 -0.83

=====

# 4
The following is a DFT calculation (wB97M-V/def2-TZVPD) of the molecule Cl3O2P.

As for the charge: 0. The HOMO-LUMO gap (spin up / spin down) comes out at 7.57 / 7.57 eV.

Each line ends with the Löwdin charge.
Element x y z (Å)
O: -1.90754 -0.71918 -0.90634  -0.468
O: 1.88357 0.88330 1.28607  -0.704
P: -0.68855 -0.20872 -0.26294  -0.118
Cl: 0.50565 0.47443 1.69392  0.626
Cl: -0.36973 1.28446 -1.64342  0.309
Cl: 0.57659 -1.71429 -0.16729  0.355

Atomic forces in eV per Å
O -0.81 -0.26 1.93
O 1.05 0.15 -0.68
P 0.09 0.39 -1.99
Cl -2.45 0.49 0.44
Cl 1.18 0.05 1.03
Cl 0.92 -0.81 -0.73

=====

# 5
The following is a DFT calculation (wB97M-V/def2-TZVPD) of a structure of composition Cl3Zn.

As for the charge: -1. The HOMO-LUMO gap comes out at 3.31 eV.

Each line ends with the Löwdin charge.
Element x y z (Å)
Zn: 0.15932 -1.05474 0.62156  0.757
Cl: 2.67657 -1.18036 -2.08317  -0.581
Cl: -2.74323 0.93193 -1.93705  -0.592
Cl: -0.09266 1.30317 3.39867  -0.584

Atomic forces in eV per Å
Zn 0.31 1.35 -0.45
Cl -0.80 -0.07 0.96
Cl 0.37 -0.36 0.39
Cl 0.11 -0.93 -0.90

=====

# 6
The following is a DFT calculation (wB97M-V/def2-TZVPD) of a cluster of 2 separate species, Cl4H2Si2 in total.

As for the charge: 0. The HOMO-LUMO gap (spin up / spin down) comes out at 7.04 / 6.61 eV.

Each line ends with the Löwdin charge.
Element x y z (Å)
Si: 0.81451 1.40973 0.60829  -0.274
Si: -1.12345 -1.48796 -0.56448  -0.263
Cl: 0.31124 3.16142 -0.30634  0.165
Cl: 2.86407 1.28112 0.80038  0.137
Cl: -0.95862 -1.28106 -2.54972  0.208
Cl: 0.18940 -2.96179 -0.13262  0.198
H: 0.45200 1.39177 2.12881  -0.093
H: -2.54915 -1.51323 0.01569  -0.078

Atoms 1-6, force components in eV/Å:
Si -0.65 -1.27 1.42
Si 0.41 1.72 1.13
Cl -0.05 0.13 -0.04
Cl -0.02 -0.06 -0.37
Cl -0.46 0.12 -0.81
Cl -0.13 -0.53 0.46

=====

# 7
The following is a DFT calculation (wB97M-V/def2-TZVPD) of a structure of composition ClCuFFeO12P2.

The multiplicity is 6. As for the charge: -4. The HOMO-LUMO gap (spin up / spin down) comes out at 4.08 / 4.06 eV. Its expectation value of S² is 8.7670.

Each line ends with the Löwdin charge.
Element x y z (Å)
Cu: -0.18244 0.90380 0.40520  0.492
Fe: -0.65796 -1.48253 -1.27726  0.953
P: -1.18284 0.79731 -2.66937  -0.172
O: -0.80073 1.61933 -3.91049  -0.503
O: 0.04431 0.39787 -1.84657  -0.473
O: -1.57141 -0.59652 -2.73968  -0.412
O: -2.11252 1.39063 -1.57153  -0.471
P: -2.37845 -2.06844 0.73242  0.097
O: -1.66217 -2.79891 1.90844  -0.491
O: -4.01778 -1.98062 0.66448  -0.574
O: -2.01327 -2.60944 -0.72075  -0.474
O: -1.85840 -0.79950 0.06649  -0.447
F: 0.81686 -1.71615 0.17847  -0.567
Cl: 3.49179 1.82839 2.13574  0.600
O: 2.38798 0.91592 1.72608  -0.359
O: 3.18454 2.80876 3.08450  -0.391
O: 4.34978 0.87219 2.75521  -0.419
O: 4.16269 2.51792 1.07861  -0.388

Atoms 1-6, force components in eV/Å:
Cu -0.65 -1.25 -1.67
Fe 0.18 1.38 0.93
P -0.19 6.55 2.15
O -0.79 -0.68 0.22
O 5.71 0.46 3.48
O -4.03 -8.12 -3.97

=====

# 8
The following is a DFT calculation (wB97M-V/def2-TZVPD) of a structure of composition ClF3O4Sr2.

As for the charge: 0. The HOMO-LUMO gap comes out at 3.34 eV.

Each line ends with the Löwdin charge.
Element x y z (Å)
Sr: 2.37157 0.93546 -1.47264  1.894
Sr: -1.14408 0.73609 -1.08620  1.851
F: -2.52205 0.89315 0.43862  -0.674
F: 0.68598 1.25407 -2.22037  -0.875
F: -1.37819 -1.73321 1.98431  -0.676
Cl: 0.41126 -0.46349 0.55371  0.809
O: 0.48007 -1.92998 0.22270  -0.273
O: 0.91776 0.32652 -0.59256  -1.082
O: -1.02886 -0.15311 0.59147  -0.720
O: 1.20656 0.13451 1.58097  -0.254

Atoms 1-6, force components in eV/Å:
Sr 14.38 2.69 -3.02
Sr -6.77 4.50 -8.68
F -4.83 3.31 -0.26
F -4.09 4.37 -7.93
F 0.16 -1.08 1.11
Cl -2.33 -7.85 5.82

=====

# 9
The following is a DFT calculation (wB97M-V/def2-TZVPD) of a cluster of 2 separate species, ClFH2Si in total.

As for the charge: 0. The HOMO-LUMO gap comes out at 9.02 eV.

Each line ends with the Löwdin charge.
Element x y z (Å)
F: -0.20008 1.70895 -0.23078  -0.279
Si: 0.00016 0.15448 0.14751  0.039
Cl: -1.87603 -0.48100 0.01058  0.279
H: 0.66066 -0.35783 1.50996  -0.042
H: 1.41528 -1.02461 -1.43727  0.003

Atomic forces in eV per Å
F 0.87 -0.69 0.54
Si 2.50 -1.46 -0.99
Cl -0.78 -0.63 0.02
H -0.79 1.15 -1.47
H -1.81 1.63 1.90

=====

# 10
The following is a DFT calculation (wB97M-V/def2-TZVPD) of a structure of composition ClFH3N2P.

As for the charge: 0. The HOMO-LUMO gap comes out at 9.20 eV.

Each line ends with the Löwdin charge.
Element x y z (Å)
N: 0.08642 -0.81359 1.49046  -0.191
N: 0.15361 0.36858 -0.86402  -0.124
F: -1.16416 -1.94752 -0.70314  -0.256
P: -0.69426 -0.60438 0.18717  0.517
Cl: -3.06148 0.52815 -0.05994  -0.150
H: -0.34267 -1.65057 2.03299  0.056
H: 0.94207 0.74776 -0.32795  0.059
H: -0.36616 1.12192 -1.41082  0.089

Atoms 1-6, force components in eV/Å:
N -1.85 -2.05 0.93
N -1.06 0.94 0.07
F 0.76 2.76 1.86
P -2.20 -0.48 -3.02
Cl 2.69 -1.33 0.35
H 1.17 1.80 -0.91